[1]
Here is a cluster of 2 separate species, C2H8NS in total from the Open Molecules 2025 dataset. Energies are from ωB97M-V with the def2-TZVPD basis set.

```
12
Properties=species:S:1:pos:R:3:forces:R:3
S 2.923 -0.160 0.941 0.0 0.0 0.0
H 3.229 0.161 -0.326 0.1 0.0 0.0
C -0.720 0.106 -1.265 -0.5 -0.3 0.2
N -0.303 -0.657 -0.103 0.1 -0.1 -0.2
C -0.738 -0.036 1.131 0.2 -0.2 0.0
H -0.647 -0.500 -2.171 0.3 0.1 0.0
H -1.785 0.353 -1.180 0.0 0.1 0.1
H -0.161 1.040 -1.367 0.1 0.2 -0.2
H 0.724 -0.652 -0.069 -0.1 -0.2 0.1
H -1.785 -0.264 1.336 -0.2 0.1 -0.1
H -0.593 1.047 1.126 0.0 0.3 0.1
H -0.144 -0.438 1.947 0.1 0.0 0.1
```
Positions in Å, forces in eV/Å.

Calculated values
- HOMO level (eV) = -2.7
- DFT total energy (eV) = -14529.7776
- gap between HOMO and LUMO (eV) = 6.87
- spin multiplicity = 1
- net charge = -1
- LUMO level (eV) = 4.1

So, what does the Löwdin scheme give us? The charges, in e, come out as:
1 S -0.2494
2 H -0.4691
3 C -0.1843
4 N -0.2079
5 C -0.2102
6 H 0.0594
7 H 0.0619
8 H 0.0678
9 H -0.0396
10 H 0.0574
11 H 0.0622
12 H 0.0517


[2]
Here is a structure of composition C29H23IrN4OPS from the Open Molecules 2025 dataset. Energies are from ωB97M-V with the def2-TZVPD basis set.

```
60
Properties=species:S:1:pos:R:3:forces:R:3
Ir 0.057 1.220 1.656 -0.1 0.3 -0.8
N -3.947 1.024 0.296 0.1 0.2 -0.1
C -3.634 2.001 -0.623 -0.2 0.0 -0.2
C -4.360 2.589 -1.627 -0.1 -0.1 0.0
C -3.698 3.569 -2.365 -0.4 -0.2 0.0
C -2.342 3.944 -2.100 0.6 0.0 0.2
C -1.614 3.352 -1.110 0.0 0.2 -0.2
C -2.266 2.359 -0.351 0.2 -0.1 0.3
N -1.826 1.617 0.692 -0.2 -0.1 0.0
C -2.858 0.821 1.062 -0.1 -0.2 0.2
C -2.709 -0.065 2.169 -0.1 -0.1 0.1
C -3.643 -0.867 2.779 0.0 0.0 0.0
S -2.954 -1.656 4.110 -0.1 0.1 -0.1
C -1.455 -0.884 3.792 0.0 -0.1 0.0
N -1.462 -0.092 2.765 0.2 0.3 -0.2
H -4.853 0.585 0.394 0.0 -0.1 0.0
H -5.387 2.315 -1.830 0.0 0.1 -0.1
H -4.231 4.066 -3.167 0.0 0.0 0.0
H -1.889 4.724 -2.697 -0.1 0.0 0.0
H -0.591 3.634 -0.901 0.0 0.0 0.0
H -4.680 -1.008 2.511 0.0 0.0 0.1
H -0.587 -1.057 4.412 0.0 0.0 0.0
O 1.616 2.158 3.350 0.2 0.0 0.7
N 2.043 1.348 2.273 0.1 -0.1 0.3
C 2.958 0.493 2.591 0.1 0.2 0.1
C 3.360 -0.616 1.772 0.0 -0.4 -0.3
C 4.559 -1.254 2.127 -0.1 0.3 0.1
C 5.017 -2.351 1.424 0.1 -0.1 -0.1
C 4.268 -2.857 0.371 0.1 0.0 0.0
C 3.068 -2.254 0.013 0.0 0.1 0.1
C 2.608 -1.131 0.689 -0.2 -0.1 0.1
P 1.053 -0.394 0.096 0.3 -0.1 -0.2
C 1.498 0.357 -1.489 -0.3 0.0 0.2
C 1.938 1.683 -1.493 -0.1 -0.1 0.0
C 2.356 2.267 -2.678 0.0 0.0 0.0
C 2.327 1.532 -3.857 0.1 0.0 0.0
C 1.879 0.217 -3.856 0.0 0.0 0.0
C 1.466 -0.378 -2.674 0.1 0.0 0.0
C -0.156 -1.698 -0.182 0.0 0.0 0.1
C -0.186 -2.827 0.638 0.0 0.1 -0.1
C -1.223 -3.740 0.517 0.0 0.0 0.0
C -2.240 -3.523 -0.406 0.0 0.0 0.0
C -2.222 -2.392 -1.213 -0.1 0.0 0.0
C -1.190 -1.473 -1.097 0.1 0.0 0.1
H 1.936 3.064 3.199 0.0 0.0 -0.2
H 3.446 0.622 3.556 0.0 0.1 -0.1
H 5.136 -0.867 2.958 0.0 0.0 0.0
H 5.955 -2.813 1.697 0.0 0.0 0.0
H 4.615 -3.724 -0.176 0.0 0.0 0.0
H 2.492 -2.661 -0.809 0.0 0.0 0.0
H 1.979 2.241 -0.563 0.0 0.1 0.0
H 2.714 3.288 -2.683 0.0 0.0 0.0
H 2.676 1.978 -4.778 0.0 0.0 0.0
H 1.859 -0.351 -4.777 0.0 0.0 0.0
H 1.134 -1.409 -2.680 0.0 0.0 0.0
H 0.613 -3.002 1.349 0.0 0.0 0.0
H -1.228 -4.634 1.126 0.0 0.0 0.0
H -3.038 -4.247 -0.508 0.0 0.0 0.0
H -2.997 -2.245 -1.954 0.0 0.0 0.0
H -1.160 -0.599 -1.740 0.0 0.0 0.0
```
Positions in Å, forces in eV/Å.

Calculated values
- HOMO level (alpha / beta) (eV) = -15.4 / -16.9
- DFT total energy (eV) = -61387.9309
- gap between HOMO and LUMO (alpha / beta) (eV) = 5.86 / 4.18
- spin multiplicity = 5
- net charge = +3
- LUMO level (alpha / beta) (eV) = -9.5 / -12.7

So, what does the Löwdin scheme give us? The charges, in e, come out as:
1 Ir 1.1769
2 N 0.2427
3 C -0.1102
4 C 0.0612
5 C 0.0744
6 C 0.0266
7 C 0.0436
8 C -0.1424
9 N 0.0133
10 C -0.2010
11 C -0.3036
12 C -0.2557
13 S 1.1997
14 C -0.3646
15 N -0.0933
16 H 0.2000
17 H 0.1457
18 H 0.1470
19 H 0.1411
20 H 0.1256
21 H 0.1072
22 H 0.1112
23 O -0.0800
24 N -0.2273
25 C -0.0324
26 C -0.1963
27 C 0.0126
28 C -0.0101
29 C 0.0007
30 C -0.0559
31 C -0.2697
32 P 0.9869
33 C -0.3670
34 C -0.1175
35 C -0.0551
36 C -0.0347
37 C -0.0364
38 C -0.0802
39 C -0.3844
40 C -0.0842
41 C -0.0476
42 C -0.0451
43 C -0.0609
44 C -0.1142
45 H 0.1323
46 H 0.1632
47 H 0.1341
48 H 0.1328
49 H 0.1324
50 H 0.1192
51 H 0.0794
52 H 0.1193
53 H 0.1248
54 H 0.1243
55 H 0.1119
56 H 0.1133
57 H 0.1229
58 H 0.1223
59 H 0.1168
60 H 0.1043


[3]
Here is a cluster of 10 separate species, C19H48ClN10O21P in total in a non-equilibrium geometry from the Open Molecules 2025 dataset. Energies are from ωB97M-V with the def2-TZVPD basis set.

```
100
Properties=species:S:1:pos:R:3:forces:R:3
C 4.174 2.242 -0.740 0.1 -0.8 0.1
C 3.845 0.775 -0.452 -0.8 0.3 -1.2
O 4.955 -0.041 -0.767 0.4 0.3 0.7
C 4.865 -1.301 -0.154 -0.1 -0.3 -0.2
C 3.918 -2.242 -0.876 1.1 -0.8 0.6
O 2.531 -2.038 -0.621 -1.1 1.1 -0.8
P 1.695 -2.700 -1.883 0.3 -2.1 -0.5
Cl 2.183 -1.527 -3.588 -0.4 0.3 0.5
C -0.137 -2.474 -1.730 0.6 1.2 1.4
C -0.722 -2.373 -0.288 -0.4 -0.7 -0.6
C -2.257 -2.376 -0.507 0.2 1.0 0.0
C -3.171 -1.659 0.523 0.8 -1.2 -0.1
N -3.555 -0.293 0.210 0.3 -0.2 1.0
C -4.472 -0.218 -0.821 0.0 6.0 2.5
C -5.301 1.051 -1.021 0.2 0.5 0.7
O -4.645 -1.053 -1.574 -1.4 -6.4 -4.4
H 4.443 2.736 0.182 0.1 0.5 0.1
H 3.343 2.734 -1.235 -0.1 0.2 0.2
H 5.007 2.251 -1.439 0.1 0.1 0.0
H 3.033 0.491 -1.127 -0.2 -0.1 0.2
H 3.491 0.585 0.563 0.1 0.1 0.2
H 4.647 -1.220 0.915 -0.3 0.1 0.1
H 5.849 -1.763 -0.219 0.1 0.0 -0.1
H 4.180 -2.181 -1.933 -0.3 0.2 -0.1
H 4.162 -3.260 -0.555 0.0 0.0 0.0
H -0.458 -1.609 -2.310 -0.1 0.0 -0.1
H -0.578 -3.384 -2.134 0.3 0.0 -0.5
H -0.341 -1.534 0.291 0.0 0.2 -0.1
H -0.469 -3.286 0.255 0.2 0.1 0.2
H -2.428 -1.870 -1.460 -0.2 -0.2 0.0
H -2.584 -3.403 -0.655 0.0 -0.1 0.1
H -4.077 -2.257 0.569 -0.2 0.2 0.1
H -2.725 -1.713 1.517 0.0 0.3 0.1
H -2.776 0.328 0.067 0.1 0.4 0.2
H -4.659 1.879 -1.331 0.1 0.1 0.1
H -5.990 0.862 -1.834 -0.1 -0.1 -0.1
H -5.856 1.357 -0.124 0.3 -0.2 -0.3
C 6.150 -3.056 3.815 0.3 0.2 0.0
N 5.165 -3.861 3.046 0.6 0.4 0.3
O 5.333 -3.958 1.858 0.1 -0.1 -1.0
O 4.270 -4.359 3.666 -0.8 -0.4 0.6
H 6.894 -2.671 3.129 0.0 0.0 -0.1
H 5.607 -2.246 4.292 0.0 -0.1 0.1
H 6.603 -3.711 4.552 -0.1 0.0 0.1
C -4.102 1.100 3.750 -0.5 0.4 0.3
N -2.963 1.103 4.700 -0.8 0.0 -0.5
O -2.783 2.123 5.324 0.4 0.6 0.5
O -2.309 0.099 4.799 0.6 -0.6 0.1
H -4.568 2.097 3.799 0.4 -1.2 0.2
H -3.722 0.897 2.752 0.0 -0.2 0.0
H -4.784 0.318 4.073 0.1 -0.1 -0.1
C -1.114 -1.302 -6.536 0.3 -0.1 0.5
N -1.495 -1.015 -5.128 0.4 -0.2 -0.7
O -2.036 -1.892 -4.508 -0.4 -0.6 0.6
O -1.234 0.083 -4.705 0.1 0.7 0.4
H -1.406 -2.311 -6.775 -0.1 -0.1 0.1
H -1.629 -0.594 -7.158 0.0 0.3 0.1
H -0.036 -1.182 -6.611 0.0 0.1 0.0
C -5.170 4.518 0.939 0.0 0.1 -0.2
N -5.171 3.476 1.998 0.2 0.8 -0.1
O -5.731 2.440 1.778 -0.7 -0.8 -0.2
O -4.605 3.737 3.039 0.1 1.1 -0.1
H -5.707 4.144 0.076 0.0 -0.2 0.0
H -5.660 5.396 1.348 0.1 0.0 0.1
H -4.134 4.724 0.688 0.0 0.1 0.1
C -0.054 3.062 6.724 -0.2 -0.2 0.1
N 0.710 4.332 6.724 -0.3 -0.8 -0.1
O 0.472 5.127 7.588 -0.3 0.9 0.9
O 1.520 4.479 5.848 0.7 0.1 -0.8
H -0.742 3.073 7.559 0.0 0.1 0.0
H -0.591 3.004 5.785 0.1 -0.1 0.0
H 0.657 2.248 6.820 0.0 0.0 -0.1
C -2.576 -2.713 -10.903 -0.3 0.0 -0.1
N -1.785 -2.426 -9.679 -0.6 0.0 -0.7
O -2.230 -1.621 -8.899 -0.5 0.4 -0.2
O -0.752 -3.017 -9.548 0.9 -0.5 0.1
H -3.476 -2.110 -10.883 0.0 0.0 0.1
H -1.958 -2.458 -11.758 0.1 -0.1 0.0
H -2.819 -3.771 -10.895 0.1 0.0 0.0
C 7.109 2.727 0.620 0.0 0.2 -0.1
N 8.512 2.414 1.001 -0.6 0.2 -0.1
O 9.242 3.336 1.250 0.6 0.7 0.2
O 8.821 1.252 1.034 0.2 -0.9 0.0
H 6.976 3.801 0.634 0.1 0.1 0.0
H 6.945 2.331 -0.375 0.0 -0.2 0.1
H 6.460 2.251 1.344 -0.1 -0.2 0.0
C 2.532 -6.893 -1.544 0.2 0.0 -0.2
N 1.140 -6.468 -1.252 0.7 -0.2 -0.2
O 0.491 -6.029 -2.161 -0.7 0.4 -0.8
O 0.761 -6.591 -0.119 -0.3 -0.1 1.0
H 2.732 -6.723 -2.594 -0.1 0.1 0.0
H 3.192 -6.297 -0.922 0.0 -0.1 0.1
H 2.609 -7.948 -1.300 0.0 0.0 0.1
C -4.025 6.864 4.982 0.3 0.0 -0.1
N -5.494 6.853 4.754 0.9 -0.1 0.0
O -5.885 6.572 3.650 -0.4 -0.2 -1.0
O -6.190 7.124 5.689 -0.7 0.3 0.9
H -3.529 6.601 4.057 -0.1 0.0 -0.1
H -3.752 7.866 5.297 0.0 0.0 0.1
H -3.810 6.136 5.757 0.0 0.1 0.1
```
Positions in Å, forces in eV/Å.

Calculated values
- HOMO level (eV) = -8.2
- DFT total energy (eV) = -100165.1718
- gap between HOMO and LUMO (eV) = 8.00
- spin multiplicity = 1
- net charge = 0
- LUMO level (eV) = -0.2
- structure (SMILES) = CCOCCOP(Cl)CCCCNC(C)=O.C[N+](=O)[O-].C[N+](=O)[O-].C[N+](=O)[O-].C[N+](=O)[O-].C[N+](=O)[O-].C[N+](=O)[O-].C[N+](=O)[O-].C[N+](=O)[O-].C[N+](=O)[O-]

Here are the Löwdin charges for atoms 1 to 99, given in e:
1 C -0.0606
2 C -0.2664
3 O -0.1428
4 C -0.2108
5 C -0.3094
6 O -0.3967
7 P 0.6703
8 Cl 0.1825
9 C -0.3897
10 C -0.2247
11 C -0.1796
12 C -0.1892
13 N 0.0421
14 C -0.5886
15 C 0.0054
16 O 0.1483
17 H 0.0533
18 H 0.0751
19 H 0.0727
20 H 0.1000
21 H 0.1213
22 H 0.1201
23 H 0.1298
24 H 0.0745
25 H 0.1035
26 H 0.0487
27 H 0.0720
28 H 0.1023
29 H 0.1030
30 H 0.0869
31 H 0.1199
32 H 0.1156
33 H 0.1133
34 H 0.1346
35 H 0.0776
36 H 0.0780
37 H 0.0520
38 C 0.0474
39 N -0.4663
40 O 0.0593
41 O 0.0837
42 H 0.0935
43 H 0.1003
44 H 0.1002
45 C 0.0285
46 N -0.4485
47 O 0.0499
48 O 0.0739
49 H 0.0506
50 H 0.0842
51 H 0.1105
52 C 0.0295
53 N -0.4561
54 O 0.0685
55 O 0.0502
56 H 0.0815
57 H 0.0780
58 H 0.1057
59 C 0.0678
60 N -0.4107
61 O 0.0693
62 O 0.0359
63 H 0.0930
64 H 0.0886
65 H 0.1071
66 C 0.0387
67 N -0.4774
68 O 0.0722
69 O 0.0617
70 H 0.0952
71 H 0.0755
72 H 0.1036
73 C 0.0536
74 N -0.4432
75 O 0.0420
76 O 0.0919
77 H 0.0944
78 H 0.1018
79 H 0.1024
80 C 0.0303
81 N -0.4681
82 O 0.0755
83 O 0.0679
84 H 0.0982
85 H 0.0873
86 H 0.0984
87 C 0.0405
88 N -0.4756
89 O 0.0468
90 O 0.0663
91 H 0.0927
92 H 0.0942
93 H 0.0980
94 C 0.0495
95 N -0.4635
96 O 0.0509
97 O 0.0853
98 H 0.0897
99 H 0.1006


[4]
Here is a cluster of 6 separate species, C8H9Cl20IN in total from the Open Molecules 2025 dataset. Energies are from ωB97M-V with the def2-TZVPD basis set.

```
39
Properties=species:S:1:pos:R:3:forces:R:3
C -3.028 0.123 0.948 -0.1 0.0 -0.2
C -1.608 -0.437 1.047 0.0 0.1 0.1
I -1.506 -2.466 0.369 0.1 -0.1 0.0
C -0.578 0.415 0.304 0.1 0.1 0.0
N 0.637 0.649 1.164 -0.4 -0.3 0.2
H -3.777 -0.665 0.916 0.0 0.0 0.1
H -3.153 0.724 0.045 0.0 -0.1 0.0
H -3.251 0.756 1.808 0.1 0.0 0.0
H -1.315 -0.503 2.097 -0.1 0.0 0.0
H -0.207 -0.047 -0.608 -0.1 0.0 -0.1
H -0.983 1.397 0.063 0.1 0.0 0.1
H 1.374 1.141 0.654 0.0 0.0 0.0
H 0.366 1.175 2.002 0.1 0.2 0.0
H 1.012 -0.252 1.482 0.2 0.0 -0.2
C 4.229 -1.054 0.268 -0.2 0.1 0.0
Cl 5.172 -0.207 1.479 0.0 0.0 0.0
Cl 2.890 -1.932 1.062 0.0 -0.1 0.0
Cl 3.489 0.136 -0.845 0.1 0.0 0.0
Cl 5.208 -2.169 -0.637 0.1 -0.1 0.0
C -5.654 -3.978 1.146 0.0 0.0 0.1
Cl -4.507 -5.277 1.475 0.0 0.0 0.0
Cl -5.361 -2.645 2.285 0.0 0.0 0.0
Cl -5.425 -3.389 -0.505 0.0 0.0 0.0
Cl -7.297 -4.562 1.351 0.0 0.0 0.0
C 6.037 -2.159 -5.193 0.0 0.0 0.1
Cl 5.227 -2.078 -6.753 0.0 0.0 0.0
Cl 5.124 -1.205 -4.004 0.0 0.0 -0.1
Cl 6.108 -3.837 -4.643 0.0 0.0 0.0
Cl 7.668 -1.509 -5.327 0.0 0.0 0.0
C -1.258 3.703 3.815 0.0 -0.1 0.0
Cl -2.418 3.681 5.122 0.0 0.0 0.0
Cl -0.091 2.357 4.065 0.0 0.0 0.0
Cl -2.087 3.448 2.267 0.1 0.0 0.0
Cl -0.378 5.215 3.776 0.0 0.0 0.0
C -0.143 3.098 -2.516 0.1 0.0 0.1
Cl 0.053 4.082 -3.943 0.0 0.0 0.0
Cl -1.357 1.847 -2.808 0.0 0.0 0.0
Cl 1.411 2.326 -2.095 0.0 0.0 -0.1
Cl -0.623 4.095 -1.134 -0.1 0.0 0.0
```
Positions in Å, forces in eV/Å.

Calculated values
- HOMO level (eV) = -12.6
- DFT total energy (eV) = -268473.6203
- gap between HOMO and LUMO (eV) = 9.72
- spin multiplicity = 1
- net charge = +1
- LUMO level (eV) = -2.8

So, what does the Löwdin scheme give us? The charges, in e, come out as:
1 C -0.1509
2 C -0.7680
3 I 0.9032
4 C -0.2797
5 N 0.1740
6 H 0.0129
7 H 0.0817
8 H 0.0616
9 H 0.0703
10 H 0.0793
11 H 0.0598
12 H 0.0971
13 H 0.0567
14 H 0.0831
15 C -2.0242
16 Cl 0.5719
17 Cl 0.5302
18 Cl 0.4830
19 Cl 0.5820
20 C -2.0574
21 Cl 0.5168
22 Cl 0.5082
23 Cl 0.5042
24 Cl 0.5532
25 C -2.0609
26 Cl 0.5391
27 Cl 0.4690
28 Cl 0.5236
29 Cl 0.5390
30 C -2.0286
31 Cl 0.5836
32 Cl 0.5292
33 Cl 0.5340
34 Cl 0.5770
35 C -2.0324
36 Cl 0.5939
37 Cl 0.5621
38 Cl 0.4958
39 Cl 0.5267